# 1
ORCA calculation (ωB97M-V with the def2-TZVPD basis set) on a 2-piece molecular cluster, C3H7O3 overall.

```
13
Properties=species:S:1:pos:R:3:forces:R:3
O 3.5131 -0.4478 -0.3686 0.24 0.05 -0.07
C 2.6204 -0.4162 0.4827 -0.67 0.19 -0.02
O 1.7440 0.4733 0.6910 0.23 -0.16 -0.06
H 2.5267 -1.3066 1.1510 0.11 -0.19 0.17
H 0.0824 0.5569 1.1834 0.09 0.42 -0.09
C -1.5521 -0.0023 0.3161 0.01 0.49 0.04
O -0.8679 0.8358 1.2202 -0.03 -0.29 0.10
C -1.1260 0.2335 -1.1240 0.46 0.11 -0.94
H -1.4134 -1.0423 0.5911 0.10 -0.45 0.02
H -2.6127 0.2172 0.4332 -0.18 -0.03 0.02
H -1.0715 -0.6684 -1.7440 -0.37 -0.13 0.21
H -1.7428 0.9614 -1.6710 0.00 -0.11 0.31
H -0.1002 0.6055 -1.1612 0.01 0.10 0.30
```
Forces are in eV/Å.

Output
Energy relative to the best compared isomer or geometry (same formula, charge and spin), kJ/mol: 69.9
LUMO energy, hartree: 0.151
HOMO energy, eV: -4.477
Kohn-Sham gap, eV: 8.6
Total charge: -1

# 2
ORCA calculation (ωB97M-V with the def2-TZVPD basis set) on a 2-piece molecular cluster, C2H7O overall.

```
10
Properties=species:S:1:pos:R:3:forces:R:3
O -1.6593 0.1511 -0.7031 0.43 0.70 -0.33
H -2.4830 0.2664 -0.1961 -0.18 -0.38 0.10
H -1.2127 -0.7241 -0.6717 -0.41 -0.24 0.20
H -0.9429 0.7693 -0.3852 -0.08 -0.16 0.01
C 0.8902 0.2824 0.8896 -0.35 -0.63 -0.74
C 1.1110 -0.4100 -0.2381 1.11 0.34 0.22
H 0.4751 -0.2546 1.7358 0.41 0.29 0.34
H 1.1088 1.3427 0.9396 -0.28 0.07 0.14
H 1.2151 -1.4914 -0.2381 -0.71 -0.10 0.01
H 1.4976 0.0683 -1.1327 0.05 0.11 0.06
```
Forces are in eV/Å.

Output
Energy relative to the best compared isomer or geometry (same formula, charge and spin), kJ/mol: 24.0
LUMO energy, hartree: -0.169
HOMO energy, eV: -15.536
Kohn-Sham gap, eV: 10.9
Total charge: +1